--- P ---
The following is a DFT calculation (the ωB97M-V functional and the def2-TZVPD basis) of 2 unconnected molecules or ions with the total composition C4H11N3O2.

```
! RIJCOSX wB97M-V def2-TZVPD def2/J DEFGRID3
* xyz 0 1
C 3.5527 1.8048 -0.4689
C 2.1767 1.2286 -0.5968
O 1.1253 1.5102 0.0164
O 2.2036 0.0319 -1.3145
H 4.1214 1.4120 -1.2835
H 4.3382 1.6594 0.4396
H 3.2017 2.9596 -0.6065
C -2.1030 0.7771 0.8747
C -1.4717 -1.6622 0.2096
N -1.2647 -0.4486 0.8354
N -2.7847 -2.1341 -0.0089
N -0.3701 -2.2150 -0.2458
H -0.3707 -0.0369 0.4274
H -3.0617 0.7360 0.7528
H -1.8113 1.4785 -0.0178
H -3.5495 -1.7644 0.4814
H -2.7921 -3.1737 0.0350
H 1.3934 -0.5179 -0.8456
H -0.4640 -3.1662 -0.4321
H -2.0694 1.5210 1.7479
*
```

Computed properties:
SMILES string: [H]/N=C(\N)NC.CC(=O)O
Highest occupied orbital energy, eV: -8.66


--- Q ---
The following is a DFT calculation (the ωB97M-V functional and the def2-TZVPD basis) of 3 unconnected molecules or ions with the total composition C4H11N3O2.

```
! RIJCOSX wB97M-V def2-TZVPD def2/J DEFGRID3
* xyz 0 1
C 1.0095 2.5164 -1.0657
N 2.3601 -0.5382 -0.1803
O 1.2851 0.1978 0.1835
O 0.8773 1.1772 -1.3873
H 3.1455 0.0753 -0.3898
H 2.0987 -1.0974 -0.9969
H 0.2476 2.8649 -0.3568
H 0.8745 3.0806 -1.9998
H 2.0025 2.7592 -0.6614
C -2.6307 -1.1234 1.0534
C -1.4886 -0.5258 0.2855
C -0.1030 -1.0437 0.7485
N -1.6509 0.2533 -0.6752
N 0.2052 -2.2470 0.4095
H -0.7835 0.6421 -1.1021
H 1.1684 -2.4955 0.6468
H 0.1061 -0.6541 1.7632
H -2.5015 -0.9538 2.1254
H -3.5672 -0.6857 0.7125
H -2.6552 -2.2022 0.8869
*
```

Computed properties:
Highest occupied orbital energy (alpha / beta), eV: -8.44 / -8.44


--- R ---
The following is a DFT calculation (the ωB97M-V functional and the def2-TZVPD basis) of 2 unconnected molecules or ions with the total composition C4H11N3O2.

```
! RIJCOSX wB97M-V def2-TZVPD def2/J DEFGRID3
* xyz 0 1
C -0.1671 -2.1825 -2.4795
C -1.2157 -1.8276 -1.4352
O -0.7733 -1.5620 -0.2579
O -2.3917 -1.7427 -1.7961
H 0.6586 -2.7742 -2.0866
H 0.3565 -1.2756 -2.8177
H -0.6509 -2.5472 -3.3745
C 1.8226 1.3682 0.1964
C -0.2571 0.9599 1.3923
N 0.6755 0.5813 0.5440
N -0.0404 1.9766 2.2641
N -1.4710 0.4266 1.2542
H 0.5005 -0.3648 0.1820
H 2.6814 1.1725 0.8395
H 1.5992 2.4271 0.1318
H 0.8010 1.9642 2.8186
H -0.8187 2.3928 2.7498
H -1.5279 -0.3696 0.5754
H -2.0168 0.2491 2.0853
H 2.2351 1.1276 -0.7860
*
```

Computed properties:
Highest occupied orbital energy, eV: -8.09


--- S ---
The following is a DFT calculation (the ωB97M-V functional and the def2-TZVPD basis) of 2 unconnected molecules or ions with the total composition C4H11N3O2.

```
! RIJCOSX wB97M-V def2-TZVPD def2/J DEFGRID3
* xyz 0 1
C -2.8603 1.7601 -1.2527
C -2.6009 0.5610 -0.4392
O -2.2149 -0.4558 -1.2285
O -2.3685 0.7780 0.7054
H -3.4680 1.5760 -2.1588
H -1.9612 2.2099 -1.6375
H -3.4375 2.5599 -0.6058
C 3.3589 -1.6070 -0.5784
C 1.5574 -0.3210 0.7506
N 0.5451 -0.5634 0.0391
N 2.6462 -1.2568 0.7653
N 1.7673 0.9146 1.6037
H -2.2919 -1.2666 -0.6724
H -0.2394 0.1655 -0.1045
H 2.1328 -2.0925 1.1336
H 2.6516 1.2453 1.8177
H 1.0038 1.6358 1.4531
H 4.2204 -2.2179 -0.4806
H 3.8221 -0.5851 -0.8500
H 2.7930 -1.8274 -1.4478
*
```

Computed properties:
SMILES string: [H]/N=C(\N)NC.CC(=O)O
Highest occupied orbital energy, eV: -9.28


Relative energies in eV: P 2.368; Q 7.785; R 0.000; S 2.056


--- P ---
The following is a DFT calculation (the ωB97M-V functional and the def2-TZVPD basis) of C4H11N3O2 in the gas phase.

```
! RIJCOSX wB97M-V def2-TZVPD def2/J DEFGRID3
* xyz 0 1
C -1.5903 -0.2475 1.5370
C -1.0579 0.4486 0.2791
N -0.7653 -0.7669 -1.0170
O -1.7327 1.4305 -0.1558
H -0.9319 -0.2044 -1.8484
H -1.3601 -1.5725 -0.8400
H -2.6273 -0.5430 1.3666
H -1.0133 -1.1336 1.8319
H -1.5532 0.4569 2.3690
C 0.9534 -0.6498 -0.4053
N 1.8259 -0.5263 -1.4306
N 0.8871 1.8234 -0.4384
C 0.5402 0.6334 0.3221
O 1.1397 -1.8122 0.2675
H 0.9292 -1.6848 1.2025
H 1.6904 0.3462 -1.9342
H 1.9681 -1.3492 -1.9976
H 1.7000 2.2893 -0.0556
H 0.0588 2.4310 -0.3939
H 0.9392 0.6311 1.3410
*
```

Computed properties:
SMILES string: C[C@]1([O-])[NH2+][C@](N)(O)[C@H]1N
Highest occupied orbital energy, eV: -8.31


--- Q ---
The following is a DFT calculation (the ωB97M-V functional and the def2-TZVPD basis) of 2 unconnected molecules or ions with the total composition C4H11N3O2.

```
! RIJCOSX wB97M-V def2-TZVPD def2/J DEFGRID3
* xyz 0 1
C -1.9373 2.8305 -0.9487
C -1.1134 0.7066 -0.2215
N -0.3961 0.4535 -1.2094
N -2.1482 1.6775 -0.1148
N -1.1339 -0.2985 0.7914
H -0.2555 0.9144 -2.0858
H 1.5344 -0.4661 1.1457
H -2.6090 1.7082 0.7763
H -0.6629 -1.1087 0.4253
H -1.9860 -0.3079 1.3293
H -2.2611 2.7530 -2.0147
H -0.9135 3.2382 -0.9031
H -2.5685 3.6759 -0.5717
C 2.5073 -2.2843 -0.1524
C 2.2134 -2.2245 1.3216
O 1.8845 -1.0145 1.8738
O 2.2032 -3.1430 2.0969
H 1.6962 -2.8930 -0.6114
H 3.4544 -2.8350 -0.1768
H 2.4917 -1.3824 -0.7500
*
```

Computed properties:
SMILES string: [H]/N=C(/N)NC.CC(=O)O
Highest occupied orbital energy, eV: -9.40


--- R ---
The following is a DFT calculation (the ωB97M-V functional and the def2-TZVPD basis) of 2 unconnected molecules or ions with the total composition C4H11N3O2.

```
! RIJCOSX wB97M-V def2-TZVPD def2/J DEFGRID3
* xyz 0 1
C 2.9949 0.3374 0.9311
C 1.2601 -1.2096 0.2463
N 0.2233 -1.7751 0.9743
N 2.4642 -1.0131 0.9569
N 1.0750 -0.7414 -0.9084
H -0.5581 -1.3210 1.3998
H -0.1735 -2.5557 0.4776
H 2.3224 -1.4026 1.8548
H 1.8315 -0.2131 -1.3198
H -0.8610 -0.1389 -1.4945
H 3.8636 0.3679 0.2812
H 3.4657 0.5867 1.8731
H 2.3307 1.1788 0.7447
C -2.7332 2.2714 -0.6011
C -1.9864 0.9543 -0.5042
O -1.9894 0.2149 0.4416
O -1.4656 0.6008 -1.6965
H -2.0683 3.0864 -0.8346
H -3.1880 2.4022 0.3762
H -3.4796 2.1705 -1.3782
*
```

Computed properties:
SMILES string: [H]/N=C(/N)NC.CC(=O)O
Highest occupied orbital energy, eV: -9.25


--- S ---
The following is a DFT calculation (the ωB97M-V functional and the def2-TZVPD basis) of 2 unconnected molecules or ions with the total composition C4H11N3O2.

```
! RIJCOSX wB97M-V def2-TZVPD def2/J DEFGRID3
* xyz 0 1
C -0.4083 -1.3823 4.2139
C 0.0551 -0.0544 3.5542
O -0.9036 0.9164 3.6032
O 0.9593 0.0078 2.6575
H -1.1629 -1.6110 3.5969
H -0.8350 -1.0731 5.2083
H 0.5180 -1.9975 4.5775
C 1.2701 -1.3686 -2.7632
C -0.3701 0.4028 -2.9672
N -0.8800 1.2287 -3.7780
N 0.9784 -0.0360 -3.2402
N -0.7965 0.4962 -1.5567
H -0.6175 1.4443 -4.6044
H -0.5315 1.7106 2.9643
H 1.3659 0.3693 -4.1672
H -0.2881 0.2285 -0.6947
H -1.4382 1.2895 -1.4719
H 0.3890 -2.0197 -2.7964
H 1.5781 -1.3224 -1.6831
H 2.1829 -1.8197 -3.2159
*
```

Computed properties:
SMILES string: [H]/N=C(/N)NC.CC(=O)O
Highest occupied orbital energy, eV: -8.65


Relative energies in eV: P 1.497; Q 0.455; R 0.000; S 2.650


--- P ---
The following is a DFT calculation (the ωB97M-V functional and the def2-TZVPD basis) of a molecular structure, C3H4Cl2S.

```
! RIJCOSX wB97M-V def2-TZVPD def2/J DEFGRID3
* xyz 0 1
C -0.3587 0.2032 0.6580
C -1.0361 0.0482 -0.6890
C 0.9758 0.3758 0.0911
S 0.5002 0.6290 -1.5333
Cl 1.9685 -2.2180 0.2708
Cl 2.3729 1.0152 0.8610
H -0.5996 0.9068 1.3111
H -0.5268 -0.7997 1.0843
H -1.3893 -0.8798 -1.0999
H -1.9069 0.7192 -0.9542
*
```

Computed properties:
Highest occupied orbital energy (alpha / beta), eV: -8.71 / -8.71


--- Q ---
The following is a DFT calculation (the ωB97M-V functional and the def2-TZVPD basis) of C3H4Cl2S in the gas phase.

```
! RIJCOSX wB97M-V def2-TZVPD def2/J DEFGRID3
* xyz 0 1
C -0.7507 -0.4611 -0.5836
C -0.9974 0.5207 0.6417
C 1.2998 -0.1745 -0.0216
S 0.4853 -0.0580 1.6228
Cl 1.9969 1.2522 -0.5523
Cl 2.2302 -1.5818 -0.4133
H -0.7916 -1.5490 -0.4632
H -0.9363 -0.1124 -1.6073
H -0.6564 1.5638 0.2068
H -1.8799 0.6001 1.1700
*
```

Computed properties:
Highest occupied orbital energy, eV: -8.63


Relative energies in eV: P 0.000; Q 0.198


--- P ---
The following is a DFT calculation (the ωB97M-V functional and the def2-TZVPD basis) of 2 unconnected molecules or ions with the total composition C3H4Cl2S.

```
! RIJCOSX wB97M-V def2-TZVPD def2/J DEFGRID3
* xyz 0 1
C -1.7598 -0.7981 -0.0097
C -1.2141 0.4370 -0.0488
C 2.2096 0.2768 -0.0015
S 2.2774 -0.0593 -1.5064
Cl 1.7646 -0.8687 1.2181
Cl 2.5778 1.8349 0.7169
H -1.8086 -1.2687 -1.0520
H -1.9874 -1.4449 0.8269
H -0.8421 0.9870 0.7875
H -1.2173 0.9042 -0.9310
*
```

Computed properties:
SMILES string: S=C(Cl)Cl.C=C
Highest occupied orbital energy, eV: -9.70


--- Q ---
The following is a DFT calculation (the ωB97M-V functional and the def2-TZVPD basis) of C3H4Cl2S in the gas phase.

```
! RIJCOSX wB97M-V def2-TZVPD def2/J DEFGRID3
* xyz 0 1
C 0.8285 0.9352 -0.1591
C 0.7746 0.0220 1.0912
C 1.1342 -0.5026 -0.2063
H -1.2264 0.7684 -1.4666
H 1.6734 1.5315 -0.1892
H 1.5778 0.2227 1.8641
H 2.1523 -0.7573 -0.4254
S -0.4267 1.7741 -1.0754
Cl -0.7983 -0.3695 1.8040
Cl -0.0119 -1.5645 -1.0352
*
```

Computed properties:
SMILES string: S[C@H]1[C@@H](Cl)[C@H]1Cl
Highest occupied orbital energy, eV: -9.11


Relative energies in eV: P 0.828; Q 0.000


--- P ---
The following is a DFT calculation (the ωB97M-V functional and the def2-TZVPD basis) of 2 unconnected molecules or ions with the total composition C4H8.

```
! RIJCOSX wB97M-V def2-TZVPD def2/J DEFGRID3
* xyz 0 1
C -2.2872 0.8645 -3.0355
C -1.8692 1.4625 -1.9102
H -3.0574 1.2799 -3.6954
H -1.8799 -0.1218 -3.2857
H -2.2823 2.4345 -1.6172
H -1.0642 1.0446 -1.2948
C 2.1827 -1.7969 2.2725
C 1.9519 -0.5366 2.7037
H 2.9197 -1.9570 1.4772
H 1.6731 -2.6776 2.6797
H 2.4865 0.2888 2.2200
H 1.2264 -0.2849 3.4857
*
```

Computed properties:
SMILES string: C=C.C=C
Highest occupied orbital energy, eV: -10.12


--- Q ---
The following is a DFT calculation (the ωB97M-V functional and the def2-TZVPD basis) of 2 unconnected molecules or ions with the total composition C4H8.

```
! RIJCOSX wB97M-V def2-TZVPD def2/J DEFGRID3
* xyz 0 1
C -1.5375 -0.7951 -1.1994
C -0.5122 -0.2352 -1.8182
H -2.1072 -0.2905 -0.4269
H -1.6225 -1.8766 -1.1604
H -0.4313 0.8413 -1.8841
H 0.1922 -0.8077 -2.4108
C 0.8712 1.1434 1.2702
C 1.0453 -0.0938 1.7121
H 0.1552 1.4134 0.5059
H 1.4816 1.9271 1.7065
H 0.6926 -0.9847 1.2061
H 1.7726 -0.2416 2.4988
*
```

Computed properties:
SMILES string: C=C.C=C
Highest occupied orbital energy, eV: -10.05


--- R ---
The following is a DFT calculation (the ωB97M-V functional and the def2-TZVPD basis) of 2 unconnected molecules or ions with the total composition C4H8.

```
! RIJCOSX wB97M-V def2-TZVPD def2/J DEFGRID3
* xyz 0 1
C -0.1701 -1.8023 -0.2121
C -0.6523 -0.8856 -1.0489
H 0.8495 -1.8063 0.1784
H -0.7302 -2.5948 0.2890
H -0.0714 -0.4698 -1.8651
H -1.6254 -0.4526 -0.8060
C 0.9480 1.1304 0.2729
C -0.1580 1.4792 0.9279
H 1.7823 0.5275 0.5538
H 1.0328 1.5921 -0.7280
H -0.4188 1.0124 1.8743
H -0.7864 2.2699 0.5637
*
```

Computed properties:
SMILES string: C=C.C=C
Highest occupied orbital energy, eV: -8.69


Relative energies in eV: P 0.000; Q 0.112; R 1.188


--- P ---
The following is a DFT calculation (the ωB97M-V functional and the def2-TZVPD basis) of 2 unconnected molecules or ions with the total composition C4H8.

```
! RIJCOSX wB97M-V def2-TZVPD def2/J DEFGRID3
* xyz 0 1
C 1.3807 1.0068 0.6824
C 1.8702 0.2493 -0.4455
C -2.0582 -0.3784 -0.3544
C 1.0808 -0.6896 -0.0720
H 1.4058 0.6059 1.6825
H 2.4855 0.5405 -1.2948
H -2.9718 -0.2698 0.2195
H -1.2659 0.2732 -0.0129
H -1.5844 -1.3407 -0.1861
H 1.2556 -1.4256 0.6925
H -2.1313 -0.2426 -1.4216
H 0.5329 1.6712 0.5104
*
```

Computed properties:
SMILES string: C1=CC1.C
Highest occupied orbital energy, eV: -8.35


--- Q ---
The following is a DFT calculation (the ωB97M-V functional and the def2-TZVPD basis) of 2 unconnected molecules or ions with the total composition C4H8.

```
! RIJCOSX wB97M-V def2-TZVPD def2/J DEFGRID3
* xyz 0 1
C 0.2561 0.0875 0.0174
C 2.7579 -0.0554 -0.0148
C -0.9539 -0.3525 0.2548
C -2.3143 0.1735 -0.0408
H 0.6175 0.7864 -0.7033
H 2.8209 0.7229 -0.7339
H 2.9499 0.2365 1.0829
H 2.8726 -1.0616 -0.1882
H -1.0405 -1.4204 0.8165
H -2.7460 0.7065 0.8584
H -2.8595 -0.6846 -0.5021
H -2.3607 0.8613 -0.8470
*
```

Computed properties:
Highest occupied orbital energy (alpha / beta), eV: -8.49 / -8.55


--- R ---
The following is a DFT calculation (the ωB97M-V functional and the def2-TZVPD basis) of 2 unconnected molecules or ions with the total composition C4H8.

```
! RIJCOSX wB97M-V def2-TZVPD def2/J DEFGRID3
* xyz 0 1
C 0.6057 1.4003 -1.4597
C 0.5278 0.5535 -0.4695
C -0.1833 -0.8438 1.5356
C -0.9013 -1.0818 0.4126
H 0.4996 2.5000 -1.2700
H 0.4407 1.1834 -2.5222
H 0.3727 0.8774 0.5982
H 0.6314 -0.5242 -0.6308
H 0.2107 0.0905 1.9015
H 0.1730 -1.8657 1.8889
H -1.2953 -0.3255 -0.1745
H -1.3263 -2.1051 0.0940
*
```

Computed properties:
SMILES string: C=C.C=C
Highest occupied orbital energy, eV: -9.33


Relative energies in eV: P 0.960; Q 1.433; R 0.000